Entry 1:
{"formula": "C21H28AlF3IO6", "method": "wB97M-V/def2-TZVPD", "symbols": ["I", "Al", "F", "F", "F", "O", "O", "O", "O", "O", "O", "C", "C", "C", "C", "C", "C", "C", "C", "C", "C", "C", "C", "C", "C", "C", "C", "C", "C", "C", "C", "C", "H", "H", "H", "H", "H", "H", "H", "H", "H", "H", "H", "H", "H", "H", "H", "H", "H", "H", "H", "H", "H", "H", "H", "H", "H", "H", "H", "H"], "positions_angstrom": [[4.9100, 0.2609, -1.3500], [1.5413, 2.2847, 2.3255], [4.5120, 0.6035, 4.6342], [2.4425, -0.9932, 4.2812], [2.6933, 1.1131, 7.2354], [-0.3493, -3.1424, -1.5746], [-1.1500, -4.3948, -3.3136], [-4.6440, -1.7908, -0.3934], [0.8729, -4.8660, -2.3556], [-4.1607, -2.4185, -2.5397], [-5.3529, -3.8019, -1.2209], [3.0753, 0.2365, 4.8828], [3.5212, 2.7020, 1.8849], [1.6961, -4.1477, -1.4565], [3.8610, 2.7383, 0.2820], [0.9441, 1.9793, 5.3771], [2.2644, 1.0992, 5.7883], [-1.8582, 0.1802, -2.3526], [0.7187, -3.3388, -0.6669], [-1.6040, 1.7708, -2.6831], [-0.2854, -4.1555, -2.4873], [-2.0282, 2.4828, -4.1040], [-1.4075, -0.3490, -0.8546], [3.2226, 1.5093, -0.5947], [-0.9183, 2.7174, -1.5335], [-4.7127, -2.5991, -1.3043], [-4.2624, -3.6553, -3.2202], [0.2388, 3.2471, 1.0170], [-0.7442, 0.5987, 0.3163], [-0.4714, 2.1744, -0.0492], [-5.4019, -4.3336, -2.5313], [1.1824, 3.0804, 4.1865], [0.2463, 3.7997, 4.1005], [-4.4542, -3.4972, -4.2850], [-1.5958, -1.4766, -0.6048], [4.2634, 2.0254, 2.5144], [1.3995, 0.7077, 2.3124], [-5.2892, -5.4211, -2.5131], [2.1003, 3.7548, 4.5050], [2.6491, 2.0178, -1.5104], [-0.7491, 3.8503, -1.7866], [3.5970, 3.8018, -0.1629], [2.5458, 0.7663, 0.0043], [-0.4861, 0.1425, 1.3628], [-6.3696, -4.0834, -2.9786], [0.3429, -3.8762, 0.2101], [-1.1191, 2.7561, -4.7970], [2.3875, -3.5230, -2.0318], [-0.5523, 3.9169, 1.5772], [-2.5597, 3.4994, -3.8346], [2.2736, -4.8316, -0.8284], [0.0317, 1.2469, 5.1730], [0.6466, 2.6034, 6.3504], [-3.3198, -4.2005, -3.1052], [0.9426, 3.9330, 0.3398], [-2.3601, -0.5521, -3.1344], [-2.8000, 1.7752, -4.6278], [1.1352, -2.3804, -0.3451], [3.7018, 3.8111, 2.2880], [5.0462, 2.6419, 0.1825]], "forces_ev_per_a": [[-0.9506, 0.3985, 0.1222], [0.5161, 0.9588, 0.1567], [-4.2350, -2.6371, 1.0748], [2.6904, 4.4544, 0.8607], [-0.2471, 1.1388, -3.9269], [-0.1570, -1.1001, -1.1808], [1.7150, 0.3626, 1.5716], [-0.2354, -1.9688, -2.0898], [-1.1506, 0.2173, -0.3910], [-0.5009, 0.0995, 0.9336], [0.3738, 0.6369, 0.1569], [-1.1859, 1.5119, 1.6887], [0.7532, 1.1410, -0.1247], [1.1764, -0.0001, 0.2813], [1.7561, -0.1036, 0.7478], [-0.5803, 0.0982, 1.6087], [0.6583, -2.1443, -1.1452], [1.9014, 2.9703, 3.0436], [0.3329, 0.6039, 1.1141], [1.2017, -1.1773, 3.2315], [-1.2722, -0.1466, -1.0981], [-0.2773, -0.1473, 1.1726], [0.3004, 3.2234, -0.6116], [-0.9355, 1.6159, 0.0525], [-0.6633, -3.7485, 0.6296], [0.3374, 2.0303, 1.9329], [0.6407, -0.5272, -0.9159], [-0.3941, -0.3788, -1.9617], [-1.3220, 1.4750, -4.5383], [-1.5286, -1.4065, -2.0679], [-0.6243, -0.7758, -0.3753], [0.2700, 0.3351, 1.0251], [1.6707, -1.4980, 0.5725], [0.0837, 0.1602, 0.1894], [0.2844, 2.5608, -0.5435], [-1.3652, 1.2405, -1.5386], [-0.1905, -0.4811, 0.0953], [-0.0459, 0.1838, 0.1704], [-1.8015, -1.2349, -0.4518], [1.2544, -1.7300, 1.8756], [-0.3303, -2.4186, 0.5935], [0.1986, -2.3414, 0.7446], [1.2830, 1.6081, -1.1522], [-0.4830, 1.0987, -2.3489], [0.0306, -0.0075, 0.0484], [0.0138, 0.0330, -0.0816], [-1.7238, -0.8454, 1.4005], [-0.0884, -0.0344, 0.0647], [1.3619, -1.3385, -1.3273], [0.9589, -2.0553, -0.5810], [-0.1491, -0.0077, -0.2286], [1.9857, 1.4625, 0.2417], [0.7331, -1.7566, -1.7017], [-0.1669, 0.1471, -0.0555], [-1.7105, -1.1339, 1.3100], [1.2042, 1.7367, 1.9064], [1.5825, 1.4507, 0.7746], [-0.2635, -0.0518, -0.1159], [-0.1852, -2.1407, -0.8259], [-2.5057, 0.3835, -0.0128]], "lowdin_charge": [0.554, 0.253, -0.047, -0.056, -0.094, 0.030, 0.114, 0.131, 0.062, 0.045, 0.058, -0.034, -0.291, -0.134, -0.395, -0.223, -0.051, -0.032, -0.133, -0.207, -0.496, -0.143, -0.058, -0.613, -0.024, -0.515, -0.141, -0.236, -0.048, -0.197, -0.146, -0.284, 0.058, 0.139, 0.065, 0.052, -0.046, 0.134, 0.065, 0.074, 0.085, 0.101, 0.029, 0.050, 0.130, 0.140, 0.075, 0.138, 0.056, 0.074, 0.137, 0.122, 0.112, 0.105, 0.055, 0.079, 0.069, 0.140, 0.059, 0.050], "homo_ev": -5.130, "orbital_gap_ev": 6.87, "total_charge": -1}

=====

Entry 2:
{"formula": "C21H28BBr2ClNO12S2", "method": "wB97M-V/def2-TZVPD", "symbols": ["Br", "Br", "Cl", "S", "S", "O", "O", "O", "O", "O", "O", "O", "O", "O", "O", "O", "O", "N", "C", "C", "C", "C", "C", "C", "C", "C", "C", "C", "C", "C", "C", "C", "C", "C", "C", "C", "C", "C", "C", "B", "H", "H", "H", "H", "H", "H", "H", "H", "H", "H", "H", "H", "H", "H", "H", "H", "H", "H", "H", "H", "H", "H", "H", "H", "H", "H", "H", "H"], "positions_angstrom": [[4.0517, -2.4060, -1.3855], [2.8108, -1.8380, 2.9982], [-0.5340, 3.4120, -2.2119], [-3.2393, -5.2027, -1.2933], [-0.3795, -1.2043, 1.5424], [-8.0969, 3.9038, 3.1543], [-5.9792, 4.2131, 2.4666], [0.9342, -0.2894, 1.4626], [-3.9902, 2.9957, 1.7429], [-0.0463, -2.5771, 1.8017], [-3.7452, 4.7512, 3.2940], [-2.0466, 3.2844, 0.6586], [-1.7307, 5.4711, 2.5998], [2.6087, 1.2288, -1.9741], [-1.2368, -0.5721, 2.4940], [-4.9440, 2.7374, 3.9800], [-6.8043, 2.0606, 5.0475], [4.7375, 1.1134, -1.1960], [2.8715, -1.6936, 1.1006], [5.5994, 0.6186, -0.1165], [-1.5848, -2.5566, -0.4808], [-0.2516, 1.0590, -0.8770], [-2.8298, 3.5867, 1.5158], [-1.1814, -1.1418, -0.0927], [4.6820, -3.4477, 1.1949], [1.2187, -1.1172, -0.7887], [3.3628, 0.9900, -1.0290], [5.1690, 0.7880, -2.5560], [2.7710, 0.6644, 0.3287], [-0.9354, 1.6805, -2.0924], [-6.9243, 3.6762, 3.2268], [-2.2433, -2.6509, -1.8563], [-0.1632, -0.4801, -1.0433], [-6.2495, 2.7149, 4.2136], [-2.2525, -4.1015, -2.3518], [3.7797, -2.4672, 0.4976], [1.9393, -0.6351, 0.4523], [-2.4566, 1.5131, -2.0336], [-2.6664, 4.7289, 2.5252], [-4.6661, 3.6733, 2.8743], [-0.7431, -3.2431, -0.4592], [5.2963, -3.9620, 0.4649], [-2.0551, -0.5188, 0.0542], [-2.5921, -4.1684, -3.3787], [5.2203, -0.2583, 0.4001], [-1.6908, -2.1010, -2.6136], [6.5782, 0.3590, -0.5009], [1.8125, -1.0002, -1.6837], [1.0837, -2.1946, -0.6912], [0.6848, 1.5479, -0.6711], [-2.7522, 0.5488, -2.4467], [5.7466, 1.3999, 0.6264], [-2.2910, -2.9349, 0.2518], [-2.9526, 2.3151, -2.5674], [3.5000, 0.6603, 1.1298], [4.6170, -0.0373, -2.9954], [-0.5980, 1.1802, -2.9964], [5.3069, -2.9484, 1.9250], [-2.8168, 1.5548, -1.0106], [6.2378, 0.6178, -2.5592], [4.9989, 1.6490, -3.1981], [-3.2687, -2.2866, -1.8441], [-2.3023, -6.0462, -0.8486], [2.0966, 1.4792, 0.5749], [-0.8969, 1.2772, -0.0314], [-1.2295, -4.4671, -2.3194], [4.0592, -4.2004, 1.6698], [-0.4081, -0.7057, -2.0749]], "forces_ev_per_a": [[0.0961, -0.0523, -0.0494], [0.1505, 0.1824, -0.1869], [0.1932, 0.1628, -0.1575], [-0.5353, -0.1112, -0.0491], [-1.7451, -0.5088, 0.9430], [-0.0711, -0.0317, 0.0419], [0.1101, -0.1936, 0.1890], [-0.2507, -0.1879, -0.6502], [0.0517, 0.2124, 0.1773], [0.7842, 0.0844, -0.3245], [-0.0017, -0.2306, -0.2219], [0.0596, 0.0055, 0.1088], [0.0768, -0.0020, -0.0401], [0.8379, -0.5925, 0.7339], [0.4123, 0.4063, -0.1760], [-0.1642, 0.1795, -0.1912], [-0.0836, -0.0101, 0.0282], [-0.5572, -1.5930, 0.5374], [0.0941, -0.3727, -0.5257], [0.1586, 0.3735, 0.1949], [-0.4816, 0.0284, -0.2304], [-0.4993, -0.1456, -0.0757], [-0.1197, -0.3940, -0.3320], [1.0049, -0.1423, -0.3220], [-0.3093, -0.0929, -0.5776], [-0.3169, -0.3003, -0.7575], [-0.4048, 0.7919, -1.1688], [0.0596, 1.1862, -0.3330], [-0.0474, 0.3407, 0.4142], [-0.4927, -0.3233, 0.2416], [-0.1563, 0.3397, -0.3555], [-0.0604, -0.6032, -0.1068], [0.1989, 0.5452, 0.8169], [0.2911, -0.3007, 0.2931], [0.4825, 0.0862, 0.4434], [-0.3128, 0.1993, 0.3670], [0.4413, -0.0265, 0.8553], [0.0536, -0.0432, 0.2187], [-0.0021, 0.3710, 0.3565], [-0.0230, 0.0147, 0.0403], [0.2554, 0.0594, 0.0808], [0.1965, 0.0263, -0.0153], [-0.1289, 0.1629, 0.0540], [-0.2134, -0.0501, -0.0853], [-0.1176, -0.1607, -0.0868], [0.0001, 0.2604, -0.0502], [0.0833, 0.0463, -0.2057], [0.1907, 0.3042, 0.0998], [-0.0662, -0.1269, 0.0487], [0.1828, -0.0721, -0.3673], [-0.0286, -0.0826, -0.1607], [0.0099, 0.0776, 0.1004], [-0.0067, -0.1078, 0.1807], [-0.0973, -0.0460, -0.2823], [0.1531, 0.0164, 0.0563], [0.0128, -0.2356, 0.1264], [0.4100, 0.3292, -0.2098], [0.0856, -0.0036, 0.2236], [0.0260, 0.1551, 0.1709], [0.1173, -0.2497, 0.0570], [-0.1006, 0.0533, -0.1041], [-0.0679, 0.2707, 0.0604], [0.1903, 0.1454, -0.0995], [-0.0730, 0.1539, -0.1048], [0.0619, 0.1777, 0.2432], [0.1061, -0.1147, -0.1344], [0.0290, -0.0423, 0.3464], [-0.1321, -0.1981, -0.1123]], "lowdin_charge": [0.893, 0.912, 0.637, 0.710, 0.655, 0.140, 0.227, -0.246, 0.233, -0.292, 0.230, 0.119, 0.144, 0.061, -0.236, 0.231, 0.143, -0.119, -0.598, -0.066, -0.211, -0.189, -0.373, -0.267, -0.178, -0.129, -0.430, -0.076, -0.012, -0.718, -0.398, -0.262, -0.237, -0.397, -0.556, -0.727, -0.435, -0.113, -0.394, -0.865, 0.105, 0.048, 0.133, 0.061, 0.054, 0.100, 0.082, 0.071, 0.113, 0.071, 0.069, 0.093, 0.109, 0.066, 0.108, 0.051, 0.093, 0.066, 0.064, 0.080, 0.087, 0.115, -0.154, 0.139, 0.095, 0.069, 0.076, 0.122], "homo_ev": -7.006, "orbital_gap_ev": 8.51, "relative_energy_kj_mol": 0.0, "total_charge": -1}